No. 1
{
  "formula": "C36H43CuGe2N2O3S3",
  "method": "ωB97M-V with the def2-TZVPD basis set",
  "species": ["Cu", "C", "O", "C", "C", "C", "C", "C", "C", "N", "N", "C", "O", "C", "C", "C", "C", "C", "C", "C", "O", "H", "H", "H", "H", "H", "H", "H", "H", "H", "H", "H", "H", "C", "C", "S", "C", "C", "S", "C", "C", "S", "H", "H", "H", "H", "H", "H", "H", "H", "H", "H", "H", "H", "C", "Ge", "C", "C", "Ge", "C", "C", "C", "C", "C", "C", "C", "C", "C", "C", "C", "C", "H", "H", "H", "H", "H", "H", "H", "H", "H", "H", "H", "H", "H", "H", "H", "H", "H", "H", "H"],
  "coordinates": [[-0.54239, -1.10416, 0.14519], [1.79626, -4.76956, 0.20032], [1.21945, -5.13992, -1.04674], [-0.11787, -4.91774, -1.20597], [-0.85162, -5.95718, -1.74129], [-2.22948, -5.86508, -1.91192], [-2.86657, -4.72571, -1.48163], [-2.14682, -3.64484, -0.95139], [-2.94240, -2.55646, -0.41282], [-2.40889, -1.55164, 0.15840], [-3.19122, -0.58649, 0.77061], [-2.41233, 0.36433, 1.18289], [-1.10357, 0.40747, 1.02533], [-3.02989, 1.50477, 1.90701], [-2.22935, 2.44276, 2.54883], [-2.80296, 3.53168, 3.19048], [-4.18089, 3.68749, 3.19327], [-4.98483, 2.74716, 2.55975], [-4.41483, 1.65943, 1.92079], [-0.73051, -3.68282, -0.88311], [0.07457, -2.67294, -0.56198], [2.66013, -5.41776, 0.33856], [2.10778, -3.72853, 0.20043], [1.09247, -4.92077, 1.02248], [-0.31088, -6.85785, -2.00325], [-2.78672, -6.69066, -2.33122], [-3.94553, -4.64497, -1.53420], [-4.02872, -2.63123, -0.44605], [-1.15756, 2.32578, 2.52029], [-2.17256, 4.26111, 3.68264], [-4.62948, 4.54005, 3.68650], [-6.06051, 2.86612, 2.56166], [-5.02694, 0.92278, 1.41851], [-3.66068, 3.77526, -1.20474], [-3.78816, 2.78813, -2.36551], [-2.85164, 1.24662, -2.15600], [-1.60346, 1.37245, -3.45734], [-0.59984, 2.50485, -3.28019], [0.38936, 2.28059, -1.77832], [0.30631, 3.89594, -0.97765], [-0.99035, 4.21218, -0.24362], [-2.28450, 4.94871, -1.29472], [-3.58908, 3.24563, -0.25560], [-4.56238, 4.38823, -1.15589], [-3.48926, 3.25023, -3.30728], [-4.83641, 2.50168, -2.46701], [-2.09678, 1.45620, -4.42799], [-1.09924, 0.40270, -3.43707], [-1.12038, 3.45815, -3.20338], [0.06655, 2.54884, -4.14460], [0.54126, 4.67060, -1.70999], [1.12669, 3.86994, -0.26005], [-0.78580, 4.93808, 0.54570], [-1.38779, 3.31213, 0.22049], [4.85028, -1.35867, -1.19605], [2.98961, -1.02537, -1.72572], [3.03352, 0.45487, -3.00395], [2.37435, -2.53817, -2.78146], [1.73734, -0.50852, 0.33454], [2.04083, -1.65355, 1.90136], [1.01997, -1.87556, 2.82659], [1.23046, -2.67816, 3.94065], [2.46736, -3.26944, 4.14928], [3.49681, -3.04496, 3.24655], [3.28283, -2.24345, 2.13374], [2.16443, 1.27906, 0.98463], [1.52904, 1.79703, 2.11337], [1.90694, 3.02291, 2.64198], [2.94596, 3.73967, 2.06156], [3.60195, 3.22712, 0.95231], [3.20589, 2.00863, 0.41284], [5.40643, -1.61528, -2.09969], [4.93377, -2.19342, -0.50326], [5.31044, -0.48053, -0.74278], [3.82317, 0.21133, -3.71899], [3.22620, 1.42920, -2.56588], [2.08779, 0.51114, -3.54217], [2.80761, -2.41010, -3.77572], [1.29025, -2.55836, -2.86440], [2.69736, -3.49167, -2.37257], [0.04429, -1.42102, 2.68867], [0.42482, -2.84080, 4.64546], [2.63035, -3.90123, 5.01278], [4.46806, -3.49590, 3.40668], [4.10193, -2.07396, 1.44752], [0.74486, 1.22497, 2.58967], [1.40269, 3.41297, 3.51788], [3.24866, 4.69159, 2.47885], [4.41827, 3.77734, 0.50173], [3.72572, 1.62854, -0.45764]],
  "lowdin_charge": [0.439, -0.060, -0.098, -0.228, 0.002, -0.089, -0.060, -0.129, -0.039, -0.067, 0.096, -0.444, -0.175, -0.156, -0.035, -0.071, -0.082, -0.079, -0.036, -0.233, -0.213, 0.096, 0.049, 0.108, 0.122, 0.100, 0.108, 0.136, 0.089, 0.104, 0.102, 0.103, 0.110, -0.537, -0.520, 0.867, -0.552, -0.522, 0.871, -0.515, -0.515, 0.874, 0.047, 0.068, 0.072, 0.066, 0.078, 0.063, 0.032, 0.074, 0.078, 0.047, 0.069, 0.048, -0.247, 0.710, -0.267, -0.227, 0.954, -0.332, -0.109, -0.077, -0.088, -0.082, -0.119, -0.346, -0.111, -0.080, -0.091, -0.088, -0.133, 0.024, 0.000, 0.017, 0.026, -0.011, 0.003, 0.026, 0.017, 0.018, 0.089, 0.105, 0.102, 0.103, 0.078, 0.086, 0.104, 0.103, 0.105, 0.069],
  "spin_multiplicity": 1,
  "homo_lumo_gap_ev": [7.00, 7.00]
}

---

No. 2
{
  "formula": "C17H24AsBr2F3MnN2O3SSi2",
  "method": "ωB97M-V with the def2-TZVPD basis set",
  "species": ["Mn", "Br", "C", "C", "C", "N", "C", "C", "C", "C", "C", "Br", "C", "C", "N", "H", "H", "H", "H", "H", "H", "C", "Si", "C", "C", "As", "Si", "C", "C", "C", "H", "H", "H", "H", "H", "H", "H", "H", "H", "H", "H", "H", "H", "H", "H", "H", "H", "H", "F", "C", "F", "F", "S", "O", "O", "O"],
  "coordinates": [[-0.28411, -2.18144, 0.18302], [4.01260, -1.72241, 3.65659], [2.72344, -1.20208, 2.45771], [3.05604, -0.77682, 1.17904], [2.04444, -0.35037, 0.33880], [0.73828, -0.35210, 0.68697], [0.39927, -0.86783, 1.93538], [1.36262, -1.24509, 2.83304], [-1.06155, -0.84696, 2.23310], [-1.65054, -0.43822, 3.40310], [-3.03863, -0.55651, 3.49038], [-3.91338, 0.02769, 5.01889], [-3.75650, -1.11223, 2.43642], [-3.07394, -1.52876, 1.30780], [-1.75463, -1.37158, 1.20666], [4.08138, -0.76330, 0.83659], [2.25452, 0.02244, -0.65657], [1.07374, -1.61374, 3.80909], [-1.07248, -0.01578, 4.21337], [-4.82850, -1.23283, 2.49764], [-3.57964, -1.99356, 0.47187], [2.59235, 2.80394, 1.22408], [1.43316, 3.01547, -0.20928], [0.33336, 4.50265, -0.04938], [2.30647, 2.85764, -1.83455], [-0.33365, 1.45196, 0.10266], [-1.06661, 0.79736, -2.08915], [-1.30173, 2.46150, -2.87127], [0.24238, -0.29856, -2.82129], [-2.68199, -0.08255, -1.89832], [3.06783, 3.76714, 1.43253], [3.39299, 2.09453, 1.01241], [2.07316, 2.50268, 2.13674], [0.77495, 5.36812, -0.54923], [0.19410, 4.75144, 1.00426], [-0.65879, 4.36081, -0.48517], [2.96151, 3.71795, -2.00066], [1.62092, 2.80827, -2.68088], [2.94550, 1.97092, -1.85517], [-0.39313, 3.06260, -2.92670], [-2.05568, 3.02661, -2.31580], [-1.68373, 2.34754, -3.88938], [1.19035, 0.22318, -2.95082], [-0.06201, -0.68561, -3.79745], [0.40418, -1.17653, -2.18663], [-3.32085, 0.39315, -1.15249], [-2.54996, -1.13639, -1.64651], [-3.20876, -0.04202, -2.85623], [1.17769, -4.48922, -2.36535], [0.84245, -4.52267, -1.11282], [1.37169, -3.29654, -0.51906], [1.40088, -5.49926, -0.47094], [-0.96801, -4.36073, -0.81602], [-1.18169, -3.01373, -1.42894], [-1.65535, -5.47768, -1.31967], [-0.93644, -4.08246, 0.64757]],
  "nbo_charge": [1.160, 0.283, -0.016, -0.253, 0.103, -0.571, 0.102, -0.201, 0.173, -0.234, -0.023, 0.224, -0.237, 0.106, -0.492, 0.279, 0.251, 0.278, 0.262, 0.272, 0.242, -1.141, 1.412, -1.135, -1.142, 0.144, 1.423, -1.138, -1.124, -1.147, 0.281, 0.240, 0.246, 0.280, 0.267, 0.252, 0.280, 0.251, 0.237, 0.248, 0.259, 0.280, 0.250, 0.284, 0.207, 0.252, 0.249, 0.277, -0.254, 0.716, -0.380, -0.250, 2.311, -0.931, -0.801, -0.916],
  "s2": 0.826,
  "charge": 2,
  "spin_multiplicity": 2,
  "homo_lumo_gap_ev": [6.71, 6.87]
}

---

No. 3
{
  "formula": "C30H36BrIrN6OS",
  "method": "ωB97M-V with the def2-TZVPD basis set",
  "species": ["Ir", "Br", "C", "C", "C", "C", "C", "C", "N", "N", "C", "C", "C", "C", "O", "C", "N", "C", "C", "C", "C", "H", "H", "H", "H", "H", "H", "H", "H", "H", "C", "C", "C", "C", "N", "C", "S", "N", "C", "H", "H", "H", "H", "H", "H", "H", "H", "C", "C", "C", "C", "N", "H", "H", "H", "H", "H", "H", "H", "H", "H", "C", "C", "C", "C", "C", "H", "H", "H", "H", "H", "H", "H", "H", "H", "H"],
  "coordinates": [[-0.06779, 0.25145, 0.51774], [-0.06397, -5.30523, -5.73641], [1.26976, -5.26223, -4.38801], [1.74391, -4.04212, -3.93394], [2.70560, -4.00616, -2.93941], [3.20912, -5.19190, -2.39300], [2.74030, -6.40568, -2.89701], [1.76452, -6.45033, -3.87732], [4.24985, -5.31436, -1.43481], [4.65602, -4.37518, -0.70789], [3.88512, -3.29800, -0.28014], [4.62506, -2.16309, 0.04030], [4.05072, -0.93795, 0.32951], [2.65658, -0.79552, 0.32703], [2.06801, 0.32179, 0.53511], [1.86651, -1.99815, 0.13461], [0.51633, -1.83440, 0.24154], [-0.25619, -2.90118, 0.20950], [0.26582, -4.19349, 0.07763], [1.61007, -4.37074, -0.09162], [2.46456, -3.24655, -0.10843], [1.35736, -3.11938, -4.34530], [3.07145, -3.04571, -2.60602], [3.15518, -7.31891, -2.49016], [1.39766, -7.39797, -4.24696], [5.70301, -2.26532, -0.00570], [4.65393, -0.06559, 0.54052], [-1.31917, -2.71317, 0.30523], [-0.40914, -5.03820, 0.10006], [2.01943, -5.36570, -0.19278], [-3.95744, 3.38529, 1.96520], [-3.97005, 2.45446, 0.79138], [-5.09242, 1.86881, 0.29180], [-4.91485, 1.05488, -0.88164], [-3.77138, 0.64416, -1.30690], [-2.63100, 0.92035, -0.47455], [-2.26404, -0.37403, 0.81955], [-2.78510, 2.18792, 0.21248], [-6.12855, 0.71114, -1.70360], [-4.79183, 4.08528, 1.93046], [-3.01945, 3.93706, 2.01341], [-4.04014, 2.79404, 2.87950], [-6.07052, 2.06448, 0.70655], [-1.92387, 2.45774, 0.71492], [-6.95225, 0.39216, -1.06154], [-5.88724, -0.08082, -2.40942], [-6.46799, 1.58956, -2.25824], [1.34807, 3.19494, -0.41432], [0.75968, 3.11386, 1.00522], [1.89611, 2.94257, 2.02634], [0.04832, 4.44106, 1.31408], [-0.22403, 2.05784, 1.17086], [2.12696, 3.96215, -0.46752], [0.57164, 3.45295, -1.13796], [1.78207, 2.23850, -0.69915], [2.63290, 3.74026, 1.89428], [2.38829, 1.98090, 1.90680], [1.49468, 3.00645, 3.04025], [0.74492, 5.28375, 1.26205], [-0.38113, 4.40327, 2.31694], [-0.75768, 4.61929, 0.59764], [-1.62810, -1.28609, -2.50353], [-1.03198, 0.12166, -2.44861], [-1.67800, 0.96476, -3.56544], [0.46539, 0.03356, -2.76634], [-1.22694, 0.88670, -1.11917], [-1.56436, -1.65878, -3.53145], [-2.67130, -1.28917, -2.19697], [-1.07405, -1.97692, -1.86991], [-1.51704, 0.48432, -4.53556], [-1.22804, 1.96080, -3.60396], [-2.74807, 1.07161, -3.39953], [0.60908, -0.46748, -3.72980], [1.00679, -0.52461, -2.00226], [0.91223, 1.02930, -2.83134], [-0.93781, 1.91813, -1.33794]],
  "lowdin_charge": [1.018, 0.709, -0.697, -0.113, -0.020, -0.294, -0.038, -0.134, 0.037, 0.053, -0.268, -0.026, -0.005, -0.351, -0.191, -0.143, -0.036, -0.158, -0.024, -0.006, -0.116, 0.098, 0.117, 0.109, 0.096, 0.110, 0.111, 0.048, 0.109, 0.113, -0.012, -0.342, -0.029, -0.370, 0.108, -0.783, 0.595, 0.051, -0.045, 0.076, 0.065, 0.089, 0.097, 0.056, 0.069, 0.070, 0.074, -0.071, -0.727, -0.066, -0.085, -0.146, 0.075, 0.067, 0.050, 0.075, 0.050, 0.073, 0.073, 0.069, 0.070, -0.059, -0.587, -0.063, -0.064, -0.303, 0.079, 0.064, 0.046, 0.077, 0.079, 0.065, 0.076, 0.049, 0.080, 0.079],
  "s2": 0.770,
  "charge": -1,
  "spin_multiplicity": 2,
  "homo_lumo_gap_ev": [5.59, 5.47]
}

---

Number 1: E -8721.6989 Ha. Number 2: E -10808.4582 Ha. Number 3: E -4645.0905 Ha.